DFT (ωB97M-V with the def2-TZVPD basis set) results for C22H23Cl2N2O4S3W as an isolated structure.

E_HOMO (alpha / beta)	-16.6 / -16.6	eV
max |F|	0.8	eV/A
multiplicity	1
electronic energy	-3443.72563	Eh
HOMO-LUMO gap (alpha / beta)	0.185 / 0.185	Ha
energy relative to the best compared isomer or geometry (same formula, charge and spin)	0.0	kJ/mol
total charge	+3

Last column: Löwdin charge in e.
Cartesian coordinates (Å):
1 W 0.0441 0.3856 0.2242  1.6213
2 O -0.1056 -0.2326 2.0021  -0.3067
3 C 0.7857 -0.4215 3.0012  -0.2466
4 C 0.3983 -0.2524 4.3198  0.0384
5 C 1.3523 -0.4526 5.3012  0.0315
6 C 2.6665 -0.8532 4.9964  0.0073
7 C 3.0303 -1.0754 3.6956  0.0401
8 C 2.0925 -0.8481 2.6597  -0.1167
9 C 2.3580 -1.2618 1.3504  0.0342
10 N 1.5499 -1.0277 0.3235  -0.1213
11 N 1.7623 -1.8240 -0.7555  0.1658
12 C 0.7285 -1.7855 -1.5297  -0.2804
13 O -0.2579 -0.9104 -1.1500  -0.2758
14 C 0.5074 -2.6661 -2.6590  -0.1560
15 C 1.5870 -3.4389 -3.1035  0.0049
16 C 1.4132 -4.3014 -4.1693  -0.0242
17 C 0.1724 -4.4023 -4.7860  -0.0143
18 C -0.9025 -3.6366 -4.3468  -0.0329
19 C -0.7352 -2.7647 -3.2881  -0.0118
20 H -0.6139 0.0277 4.5735  0.1320
21 H 1.0777 -0.3044 6.3379  0.1403
22 H 3.3762 -1.0047 5.7976  0.1378
23 H 4.0237 -1.4262 3.4469  0.1436
24 H 3.2075 -1.9012 1.1274  0.1695
25 H 2.5516 -3.3588 -2.6219  0.1231
26 H 2.2443 -4.8960 -4.5214  0.1267
27 H 0.0400 -5.0851 -5.6147  0.1287
28 H -1.8650 -3.7252 -4.8305  0.1227
29 H -1.5804 -2.1890 -2.9439  0.0885
30 C -1.7413 3.6327 -0.6040  -0.4052
31 C -1.1425 3.8123 0.7808  -0.4186
32 S -0.9522 2.3113 1.7463  0.9759
33 C -2.6007 1.7413 2.2014  -0.4195
34 C -3.4050 1.1538 1.0619  -0.4035
35 S -2.4790 -0.1715 0.2407  0.9933
36 C -2.9871 0.0247 -1.4725  -0.4227
37 C -2.6788 1.3884 -2.0826  -0.3952
38 S -1.1346 2.1414 -1.4709  0.9867
39 H -1.4638 4.4734 -1.2404  0.1101
40 H -2.8277 3.5929 -0.5763  0.0859
41 H -1.7362 4.5161 1.3683  0.1193
42 H -0.1329 4.2263 0.7368  0.1000
43 H -3.1328 2.5667 2.6786  0.1226
44 H -2.4225 0.9968 2.9787  0.0883
45 H -3.6794 1.8997 0.3215  0.0761
46 H -4.3257 0.7062 1.4415  0.1210
47 H -4.0543 -0.2030 -1.5214  0.1255
48 H -2.4668 -0.7687 -1.9973  0.0500
49 H -3.4709 2.1142 -1.9055  0.0940
50 H -2.5794 1.2859 -3.1629  0.1111
51 Cl 3.6885 3.7385 0.4878  0.7422
52 C 3.4712 2.3322 -0.5210  -0.9962
53 Cl 4.6335 1.0344 -0.2211  0.7385
54 C 2.1322 1.7100 -0.2647  -0.6712
55 O 1.4448 1.1276 -1.1603  -0.1188
56 O 1.5892 1.6456 0.8923  -0.1578
57 H 3.5451 2.6034 -1.5725  0.0981